Version w
This record from OMol25 describes a structure of composition C28H39ClN3O2PS2Se2Y. The level of theory is the ωB97M-V functional and the def2-TZVPD basis.

ORCA input file:
```
! wB97M-V def2-TZVPD RIJCOSX def2/J DEFGRID3
* xyz -1 1
Y -0.176 1.401 0.668
N 1.859 1.069 -0.857
C 1.669 0.973 -2.305
C 0.351 1.631 -2.677
N -0.747 1.097 -1.855
C -1.158 -0.281 -2.194
C -0.625 -1.332 -1.235
N -0.928 -0.931 0.145
H 2.477 0.342 -0.507
H 2.274 1.956 -0.574
H 2.485 1.426 -2.876
H 1.646 -0.085 -2.573
H 0.408 2.707 -2.483
H 0.150 1.503 -3.748
H -1.570 1.665 -2.053
H -2.251 -0.290 -2.162
H -0.865 -0.536 -3.220
H -1.063 -2.301 -1.496
H 0.457 -1.442 -1.316
H -1.930 -0.912 0.319
H -0.516 -1.587 0.805
O 1.679 3.205 5.992
C 2.403 2.426 5.047
C 1.525 2.116 3.830
C 2.467 1.402 2.866
O 1.789 0.740 1.810
C 0.425 1.144 4.307
Se -1.190 0.879 3.208
C 0.972 3.455 3.275
Se 1.103 3.856 1.321
H 2.263 3.410 6.726
H 2.729 1.484 5.506
H 3.294 2.971 4.706
H 3.042 0.641 3.408
H 3.160 2.126 2.429
H 1.981 -0.273 1.826
H 0.046 1.501 5.263
H 0.881 0.165 4.476
H 1.504 4.279 3.750
H -0.077 3.551 3.545
Cl 3.569 -1.992 -1.098
C 3.818 -3.022 0.320
C 4.877 -3.906 0.290
C 5.116 -4.740 1.368
C 4.254 -4.656 2.465
C 3.201 -3.773 2.485
C 2.918 -2.888 1.409
C 1.859 -1.949 1.449
H 5.510 -3.933 -0.589
H 5.943 -5.435 1.353
H 4.412 -5.300 3.323
H 2.550 -3.732 3.351
H 1.563 -1.492 0.507
H 1.088 -2.080 2.203
S -4.075 1.865 -2.562
P -3.485 3.137 -1.161
S -2.890 2.386 0.618
C -2.140 4.194 -1.833
C -1.937 4.293 -3.206
C -0.914 5.087 -3.706
C -0.081 5.782 -2.838
C -0.280 5.690 -1.468
C -1.312 4.907 -0.967
C -4.795 4.358 -0.792
C -4.733 5.108 0.381
C -5.695 6.071 0.640
C -6.727 6.286 -0.264
C -6.795 5.534 -1.427
C -5.830 4.572 -1.692
H -2.585 3.736 -3.872
H -0.762 5.155 -4.776
H 0.726 6.388 -3.229
H 0.377 6.198 -0.775
H -1.440 4.815 0.106
H -3.945 4.917 1.099
H -5.643 6.648 1.555
H -7.482 7.035 -0.056
H -7.604 5.692 -2.130
H -5.875 3.971 -2.591
*
```

Values from the calculation:
Kohn-Sham gap ... 6.186 eV

=====

Version x
This record from OMol25 describes a structure of composition C28H39ClN3O2PS2Se2Y. The level of theory is the ωB97M-V functional and the def2-TZVPD basis.

ORCA input file:
```
! wB97M-V def2-TZVPD RIJCOSX def2/J DEFGRID3
* xyz -1 1
Y 0.434 -1.565 0.345
N -1.727 -1.185 1.523
C -1.647 -1.205 2.989
C -0.702 -2.296 3.475
N 0.620 -2.250 2.835
C 1.638 -1.455 3.523
C 1.429 0.036 3.307
N 1.154 0.332 1.891
H -2.123 -0.294 1.226
H -2.322 -1.931 1.164
H -2.626 -1.371 3.450
H -1.314 -0.217 3.302
H -1.132 -3.267 3.227
H -0.612 -2.229 4.568
H 0.952 -3.205 2.745
H 2.600 -1.739 3.100
H 1.660 -1.669 4.601
H 2.312 0.571 3.666
H 0.582 0.389 3.899
H 1.975 0.726 1.437
H 0.425 1.046 1.846
O -2.930 -2.608 -0.920
C -2.949 -3.634 -1.896
C -1.735 -4.577 -1.910
C -2.192 -5.751 -2.798
O -1.190 -6.728 -3.040
C -1.467 -5.155 -0.511
Se -0.126 -4.326 0.656
C -0.481 -3.965 -2.570
Se -0.210 -2.017 -2.411
H -2.237 -1.994 -1.241
H -3.068 -3.197 -2.895
H -3.841 -4.233 -1.685
H -2.570 -5.353 -3.750
H -3.010 -6.283 -2.306
H -0.384 -6.264 -3.292
H -1.129 -6.184 -0.631
H -2.407 -5.178 0.043
H -0.529 -4.129 -3.651
H 0.410 -4.459 -2.181
Cl 4.887 -0.584 2.273
C 4.252 0.158 0.810
C 4.603 1.479 0.579
C 4.160 2.128 -0.562
C 3.381 1.414 -1.466
C 3.043 0.099 -1.224
C 3.437 -0.598 -0.055
C 2.910 -1.918 0.223
H 5.226 1.989 1.303
H 4.412 3.165 -0.737
H 3.016 1.895 -2.366
H 2.429 -0.435 -1.944
H 3.452 -2.485 0.976
H 2.805 -2.511 -0.692
S -1.616 2.316 1.944
P -0.983 2.534 0.071
S -0.493 0.910 -0.993
C -2.244 3.457 -0.880
C -2.654 4.700 -0.399
C -3.605 5.434 -1.086
C -4.161 4.928 -2.256
C -3.760 3.691 -2.733
C -2.799 2.955 -2.048
C 0.433 3.692 0.020
C 0.916 4.098 -1.223
C 1.978 4.982 -1.302
C 2.579 5.454 -0.140
C 2.112 5.040 1.096
C 1.033 4.166 1.177
H -2.229 5.083 0.522
H -3.918 6.399 -0.707
H -4.908 5.500 -2.792
H -4.192 3.292 -3.642
H -2.477 1.988 -2.414
H 0.460 3.712 -2.128
H 2.346 5.298 -2.271
H 3.415 6.139 -0.203
H 2.581 5.398 2.004
H 0.643 3.851 2.138
*
```

Values from the calculation:
Kohn-Sham gap ... 6.898 eV

=====

Relative to the most stable one, in kJ/mol, the structures come out at version w 60.1; version x 0.0.

=====

Version w
This record from OMol25 describes a cluster of 2 separate species, C2H2O2S in total. The level of theory is the ωB97M-V functional and the def2-TZVPD basis.

ORCA input file:
```
! wB97M-V def2-TZVPD RIJCOSX def2/J DEFGRID3
* xyz 0 1
C 1.270 -1.726 0.594
C -0.563 1.051 -0.504
O 1.899 -0.887 0.109
O -0.521 -1.036 0.866
S -1.329 -0.377 -0.199
H -0.909 1.845 -1.125
H 0.154 1.130 0.259
*
```

Values from the calculation:
Kohn-Sham gap ... 8.855 eV

=====

Version x
This record from OMol25 describes the molecule C2H2O2S. The level of theory is the ωB97M-V functional and the def2-TZVPD basis.

ORCA input file:
```
! wB97M-V def2-TZVPD RIJCOSX def2/J DEFGRID3
* xyz 0 1
C 0.623 -0.488 0.219
C -0.845 -0.203 -0.416
H 0.296 1.560 0.521
H -1.239 -1.132 -0.710
O 1.044 -1.586 0.226
O -1.229 0.837 -0.671
S 1.351 1.012 0.832
*
```

Values from the calculation:
Kohn-Sham gap ... 9.502 eV
SMILES ... O=CC(=O)S

=====

Relative to the most stable one, in kJ/mol, the structures come out at version w 146.9; version x 0.0.

=====

Version w
This record from OMol25 describes a cluster of 2 separate species, C3H5BrF2 in total. The level of theory is the ωB97M-V functional and the def2-TZVPD basis.

ORCA input file:
```
! wB97M-V def2-TZVPD RIJCOSX def2/J DEFGRID3
* xyz 0 1
C -0.065 -0.129 1.367
C -0.348 0.139 -1.137
C 0.391 -0.448 0.053
F 1.990 1.210 -0.474
F 1.070 -1.566 -0.213
Br -2.246 -0.381 -1.136
H -0.925 -0.828 1.536
H 0.624 0.006 2.136
H -0.580 0.877 1.095
H -0.245 1.220 -1.218
H 0.336 -0.099 -2.010
*
```

Values from the calculation:
Kohn-Sham gap (spin up / spin down) ... 8.726 / 8.725 eV

=====

Version x
This record from OMol25 describes a cluster of 2 separate species, C3H5BrF2 in total. The level of theory is the ωB97M-V functional and the def2-TZVPD basis.

ORCA input file:
```
! wB97M-V def2-TZVPD RIJCOSX def2/J DEFGRID3
* xyz 0 1
C 1.178 1.136 0.516
C 1.628 0.159 -0.538
C -1.714 -1.886 -0.570
F -2.774 -0.948 -0.571
F -1.633 -2.281 0.681
Br 3.206 -0.658 -0.063
H 0.144 1.289 0.545
H 1.459 2.080 0.219
H 1.480 1.067 1.488
H -0.710 -1.532 -1.014
H -2.170 -2.541 -1.330
*
```

Values from the calculation:
Kohn-Sham gap ... 8.250 eV

=====

Relative to the most stable one, in kJ/mol, the structures come out at version w 0.0; version x 92.9.

=====

Version w
This record from OMol25 describes a cluster of 2 separate species, C2H8S2 in total. The level of theory is the ωB97M-V functional and the def2-TZVPD basis.

ORCA input file:
```
! wB97M-V def2-TZVPD RIJCOSX def2/J DEFGRID3
* xyz 1 2
C 1.431 -3.235 1.301
S 2.560 -1.772 1.161
H 0.800 -3.280 0.416
H 2.003 -4.126 1.571
H 0.845 -2.949 2.178
H 2.096 -0.939 2.148
C -1.391 2.731 -1.891
S -1.552 1.995 -0.234
H -2.324 3.292 -2.095
H -0.674 3.566 -1.687
H -1.027 2.291 -2.811
H -2.768 2.425 -0.057
*
```

Values from the calculation:
Expectation value of S² ... 0.755
Kohn-Sham gap (spin up / spin down) ... 11.550 / 2.483 eV

=====

Version x
This record from OMol25 describes a cluster of 2 separate species, C2H8S2 in total. The level of theory is the ωB97M-V functional and the def2-TZVPD basis.

ORCA input file:
```
! wB97M-V def2-TZVPD RIJCOSX def2/J DEFGRID3
* xyz 1 2
S -6.038 -0.791 0.878
H -5.988 -2.127 0.993
H -6.834 -0.776 1.953
C 2.438 0.464 -1.451
C 2.292 0.192 0.051
S 0.607 0.322 0.518
H 1.460 0.416 -1.942
H 2.818 1.464 -1.602
H 3.028 -0.326 -1.898
H 2.934 0.799 0.684
H 2.643 -0.828 0.272
H 0.640 1.192 1.544
*
```

Values from the calculation:
Expectation value of S² ... 0.753
Kohn-Sham gap (spin up / spin down) ... 7.552 / 2.440 eV

=====

Relative to the most stable one, in kJ/mol, the structures come out at version w 49.4; version x 0.0.

=====

Version w
This record from OMol25 describes the molecule C25H32N4O3. The level of theory is the ωB97M-V functional and the def2-TZVPD basis.

ORCA input file:
```
! wB97M-V def2-TZVPD RIJCOSX def2/J DEFGRID3
* xyz 0 1
C -0.103 5.112 -3.626
C 0.186 3.643 -3.648
C 0.543 2.979 -2.486
C 0.823 1.614 -2.482
C 0.722 0.907 -3.680
C 0.359 1.566 -4.846
C 0.110 2.924 -4.835
H -0.156 3.427 -5.753
H 0.297 0.989 -5.755
O 0.974 -0.457 -3.773
C 0.111 -1.217 -3.044
N -0.562 -2.120 -3.729
C -1.418 -2.900 -3.093
C -1.664 -2.803 -1.733
C -0.938 -1.874 -1.009
C -0.023 -1.052 -1.659
C 0.879 -0.211 -0.832
O 1.260 -0.636 0.255
N 1.266 1.004 -1.287
C 2.158 1.780 -0.432
H 2.656 2.534 -1.042
H 2.898 1.095 -0.008
C 1.376 2.468 0.705
O 0.960 3.607 0.613
N 1.202 1.680 1.770
H 1.471 0.707 1.687
C 0.354 2.041 2.889
C 0.209 0.864 3.843
H 1.195 0.558 4.191
H -0.367 1.181 4.712
C -0.499 -0.337 3.195
N -0.648 -1.417 4.159
C -2.017 -1.842 4.424
C -2.903 -0.690 4.892
H -2.391 -0.126 5.667
H -3.163 -0.015 4.081
H -3.827 -1.089 5.304
C -2.620 -2.589 3.222
C -1.762 -3.811 2.900
C -0.297 -3.416 2.721
H -0.172 -2.828 1.810
H 0.319 -4.311 2.619
C 0.187 -2.592 3.926
C 1.666 -2.242 3.791
H 1.975 -1.602 4.613
H 1.876 -1.746 2.847
H 2.255 -3.156 3.825
H 0.074 -3.211 4.827
H -2.131 -4.306 1.997
H -1.840 -4.525 3.725
H -2.656 -1.921 2.358
H -3.642 -2.896 3.450
H -1.946 -2.553 5.258
H 0.064 -0.670 2.320
H -1.476 -0.002 2.835
H -0.626 2.357 2.510
H 0.798 2.900 3.402
H -1.061 -1.776 0.059
H -2.386 -3.443 -1.252
H -1.928 -3.625 -3.713
H 0.600 3.532 -1.560
H 0.628 5.648 -4.231
H -1.089 5.311 -4.044
H -0.065 5.498 -2.612
*
```

Values from the calculation:
Kohn-Sham gap ... 8.398 eV
SMILES ... Cc1ccc2c(c1)N(CC(=O)NCCCN1[C@H](C)CCC[C@@H]1C)C(=O)c1cccnc1O2

=====

Version x
This record from OMol25 describes the molecule C25H32N4O3. The level of theory is the ωB97M-V functional and the def2-TZVPD basis.

ORCA input file:
```
! wB97M-V def2-TZVPD RIJCOSX def2/J DEFGRID3
* xyz 0 1
C 0.376 -0.360 4.653
C 1.400 -1.023 3.783
C 1.453 -0.739 2.425
C 2.397 -1.356 1.617
C 3.292 -2.269 2.156
C 3.231 -2.562 3.507
C 2.294 -1.944 4.315
H 2.260 -2.174 5.370
H 3.928 -3.270 3.931
H 4.038 -2.735 1.529
N 2.439 -1.052 0.221
C 2.643 0.241 -0.147
O 2.847 1.103 0.693
C 2.526 0.544 -1.628
C 3.073 1.911 -2.056
C 2.468 3.134 -1.347
C 0.955 3.074 -1.274
O 0.222 3.463 -2.155
N 0.516 2.518 -0.102
C -0.784 2.274 0.300
N -0.889 1.383 1.285
C -2.093 1.106 1.762
C -3.253 1.694 1.291
C -3.142 2.614 0.255
C -1.895 2.913 -0.258
H -1.764 3.612 -1.066
H -4.021 3.095 -0.147
H -4.211 1.438 1.714
H -2.115 0.375 2.560
H 1.229 2.125 0.511
H 2.880 3.213 -0.342
H 2.741 4.023 -1.917
H 2.894 2.005 -3.129
H 4.152 1.930 -1.890
H 1.465 0.482 -1.889
H 3.043 -0.221 -2.209
C 2.311 -2.158 -0.699
H 3.158 -2.214 -1.391
H 2.304 -3.083 -0.116
C 1.024 -2.172 -1.540
O 0.990 -2.748 -2.606
N -0.031 -1.557 -0.980
H 0.075 -1.063 -0.106
C -1.328 -1.498 -1.628
C -1.520 -0.167 -2.359
C -2.891 -0.120 -3.025
C -3.996 -0.332 -1.995
C -3.803 -1.662 -1.273
C -2.435 -1.709 -0.598
H -2.293 -2.669 -0.098
H -2.374 -0.920 0.156
H -4.586 -1.799 -0.524
H -3.879 -2.480 -1.992
H -4.970 -0.316 -2.487
H -3.972 0.482 -1.267
H -3.021 0.844 -3.520
H -2.949 -0.901 -3.787
H -0.738 -0.050 -3.112
H -1.433 0.656 -1.646
H -1.336 -2.311 -2.362
H 0.763 -0.019 2.006
H -0.468 -1.032 4.814
H 0.797 -0.116 5.625
H 0.008 0.550 4.186
*
```

Values from the calculation:
Kohn-Sham gap ... 9.611 eV
SMILES ... Cc1cccc(N(CC(=O)NC2CCCCC2)C(=O)CCCC(=O)Nc2ccccn2)c1

=====

Relative to the most stable one, in kJ/mol, the structures come out at version w 145.2; version x 0.0.

=====

Version w
This record from OMol25 describes a cluster of 3 separate species, C2H10N2O2 in total. The level of theory is the ωB97M-V functional and the def2-TZVPD basis.

ORCA input file:
```
! wB97M-V def2-TZVPD RIJCOSX def2/J DEFGRID3
* xyz 0 1
C 0.894 -1.291 -0.895
N 1.125 -1.239 0.538
C 0.823 -2.367 1.257
N 1.500 -2.755 2.254
H 0.842 -0.298 -1.326
H -0.098 -1.673 -1.097
H 1.596 -1.947 -1.403
H 1.992 -0.806 0.817
H -0.075 -2.870 0.873
H 1.073 -3.565 2.688
H -6.444 -0.180 -0.138
H -5.776 0.158 -1.439
O -6.634 0.207 -1.000
H 2.545 5.828 -0.802
H 3.740 6.567 -0.330
O 2.896 6.229 0.004
*
```

Values from the calculation:
Kohn-Sham gap ... 9.860 eV
SMILES ... [H]/N=C/NC.O.O

=====

Version x
This record from OMol25 describes a cluster of 3 separate species, C2H10N2O2 in total. The level of theory is the ωB97M-V functional and the def2-TZVPD basis.

ORCA input file:
```
! wB97M-V def2-TZVPD RIJCOSX def2/J DEFGRID3
* xyz 0 1
C 0.533 -2.530 -0.117
N 0.392 -1.103 -0.053
C 0.566 -0.290 -1.102
N 0.640 0.992 -1.031
H -0.163 -3.054 -0.779
H 0.604 -2.924 0.898
H 1.539 -2.809 -0.489
H 0.048 -0.665 0.794
H 0.837 -0.822 -2.028
H 0.762 1.414 -1.940
H -0.154 4.031 0.586
H 0.125 2.471 0.810
O -0.343 3.259 1.118
H -1.430 1.290 1.337
H -2.345 0.405 0.695
O -1.611 0.335 1.300
*
```

Values from the calculation:
Kohn-Sham gap ... 9.688 eV
SMILES ... [H]/N=C/NC.O.O

=====

Relative to the most stable one, in kJ/mol, the structures come out at version w 29.3; version x 0.0.

=====

Version w
This record from OMol25 describes a structure of composition C3H4CoO3. The level of theory is the ωB97M-V functional and the def2-TZVPD basis.

ORCA input file:
```
! wB97M-V def2-TZVPD RIJCOSX def2/J DEFGRID3
* xyz 1 5
O 0.915 -0.461 -1.481
C 0.056 0.448 -1.300
O 0.420 1.654 -1.410
O -1.117 0.115 -0.772
C -1.222 0.031 0.673
C -0.757 -1.057 1.274
H -1.966 0.716 1.078
H -1.463 -1.765 1.706
H 0.186 -1.542 1.020
Co 2.226 0.931 -1.202
H 2.721 0.929 0.413
*
```

Values from the calculation:
Expectation value of S² ... 6.012
Kohn-Sham gap (spin up / spin down) ... 6.287 / 4.683 eV

=====

Version x
This record from OMol25 describes a structure of composition C3H4CoO3. The level of theory is the ωB97M-V functional and the def2-TZVPD basis.

ORCA input file:
```
! wB97M-V def2-TZVPD RIJCOSX def2/J DEFGRID3
* xyz 1 5
H -3.867 0.626 -0.572
O 0.967 -0.686 1.280
O -2.315 0.409 0.696
C -2.905 0.137 -0.345
C 1.666 -0.480 -1.146
O 2.427 0.410 -0.332
C 1.081 0.062 0.128
H -2.564 -0.701 -0.978
H 1.473 -0.106 -2.160
H 1.976 -1.535 -1.116
Co -0.491 0.485 1.162
*
```

Values from the calculation:
Expectation value of S² ... 6.015
Kohn-Sham gap (spin up / spin down) ... 7.788 / 7.748 eV

=====

Relative to the most stable one, in kJ/mol, the structures come out at version w 43.9; version x 0.0.

=====

Version w
This record from OMol25 describes a structure of composition C3H5NO3S. The level of theory is the ωB97M-V functional and the def2-TZVPD basis.

ORCA input file:
```
! wB97M-V def2-TZVPD RIJCOSX def2/J DEFGRID3
* xyz 0 1
C 0.772 -0.841 0.017
C -0.551 -1.725 0.076
C 0.985 1.597 -0.006
N 0.299 0.418 0.165
O 1.833 -1.336 -0.176
O -2.007 0.483 1.230
O -1.828 0.467 -1.242
S -1.353 0.001 0.039
H -0.841 -2.236 -0.750
H -0.931 -2.354 0.862
H 2.117 1.241 -0.082
H 0.790 1.971 -1.016
H 0.715 2.312 0.883
*
```

Values from the calculation:
Kohn-Sham gap ... 11.111 eV

=====

Version x
This record from OMol25 describes the molecule C3H5NO3S. The level of theory is the ωB97M-V functional and the def2-TZVPD basis.

ORCA input file:
```
! wB97M-V def2-TZVPD RIJCOSX def2/J DEFGRID3
* xyz 0 1
C 1.238 0.027 -0.518
C 0.785 0.156 0.951
C -2.573 0.411 1.187
H -0.218 1.272 -0.626
H 1.584 -0.260 1.584
H 0.843 1.284 1.394
H -1.468 -0.686 -0.469
H -2.619 0.360 2.483
N -1.240 0.058 0.310
O 0.249 0.516 -1.376
O -0.394 -0.509 1.321
O -3.466 0.670 0.261
S 2.671 -0.710 -1.119
*
```

Values from the calculation:
Kohn-Sham gap ... 8.630 eV
SMILES ... O=CNOCC(O)=S

=====

Relative to the most stable one, in kJ/mol, the structures come out at version w 0.0; version x 449.9.